2 unconnected molecules or ions with the total composition C25H34NO2Si, computed with ωB97M-V with the def2-TZVPD basis set.

Values from the calculation:
Energy (Ha): -1467.52247
ΔE to the lowest compared entry with this formula, charge and spin (eV): 1.0697
LUMO (eV): -4.8

ORCA input file:
```
! wB97M-V def2-TZVPD RIJCOSX def2/J DEFGRID3
* xyz 1 1
C -2.45 -4.53 1.88
C -2.08 -3.10 1.74
C -1.74 -2.15 2.80
C -2.32 -2.54 0.51
O -2.29 -1.23 0.43
Si -3.57 -0.32 -0.26
C -2.56 1.19 -0.11
C -4.09 -0.87 -1.93
C -5.02 -0.46 0.86
O -2.81 -3.19 -0.56
C -2.02 -3.97 -1.48
H -2.19 -4.92 2.87
H -3.54 -4.67 1.75
H -1.96 -5.15 1.11
H -1.52 -2.68 3.74
H -0.85 -1.55 2.54
H -2.58 -1.47 2.99
H -3.03 2.12 -0.44
H -2.25 1.33 0.94
H -1.67 1.04 -0.73
H -4.71 -0.05 -2.32
H -3.28 -1.03 -2.64
H -4.72 -1.76 -1.89
H -5.76 0.28 0.53
H -5.48 -1.45 0.78
H -4.76 -0.25 1.90
H -2.75 -4.41 -2.15
H -1.32 -3.32 -2.03
H -1.48 -4.76 -0.93
C 4.29 0.01 -1.56
N 3.48 0.32 -0.38
C 2.14 0.50 -0.41
C 1.69 0.92 0.88
C 0.40 1.19 1.25
C 0.04 1.87 2.49
C 0.13 1.24 3.77
C -0.21 1.92 4.94
C -0.65 3.25 4.91
C -0.96 3.99 6.17
C -0.79 3.86 3.66
C -0.54 3.17 2.48
C 2.90 1.12 1.67
C 3.16 1.70 2.91
C 4.46 1.62 3.45
C 5.50 1.00 2.72
C 5.27 0.53 1.41
C 3.98 0.66 0.89
H 5.30 -0.24 -1.23
H 3.82 -0.82 -2.10
H 4.38 0.85 -2.27
H 1.54 0.36 -1.31
H -0.34 1.12 0.46
H 0.53 0.22 3.83
H -0.10 1.44 5.92
H -1.31 4.99 5.94
H -1.72 3.45 6.73
H -0.11 4.10 6.85
H -1.08 4.92 3.63
H -0.69 3.65 1.50
H 2.35 2.16 3.44
H 4.66 2.06 4.43
H 6.47 0.91 3.21
H 6.05 0.03 0.82
*
```

Want to see where the charge sits? The Löwdin charges in e are: number 1, C, carries -0.0553; number 2, C, carries -0.2710; number 3, C, carries -0.0636; number 4, C, carries -0.4511; number 5, O, carries -0.1171; number 6, Si, carries 0.4438; number 7, C, carries -0.1465; number 8, C, carries -0.1515; number 9, C, carries -0.1392; number 10, O, carries -0.1052; number 11, C, carries -0.0210; number 12, H, carries 0.0796; number 13, H, carries 0.0957; number 14, H, carries 0.0712; number 15, H, carries 0.0855; number 16, H, carries 0.0684; number 17, H, carries 0.0865; number 18, H, carries 0.0473; number 19, H, carries 0.0354; number 20, H, carries 0.0336; number 21, H, carries 0.0457; number 22, H, carries 0.0427; number 23, H, carries 0.0483; number 24, H, carries 0.0439; number 25, H, carries 0.0509; number 26, H, carries 0.0413; number 27, H, carries 0.0981; number 28, H, carries 0.0917; number 29, H, carries 0.0825; number 30, C, carries 0.0229; number 31, N, carries -0.0376; number 32, C, carries 0.0981; number 33, C, carries -0.1070; number 34, C, carries 0.1098; number 35, C, carries -0.2206; number 36, C, carries -0.0361; number 37, C, carries -0.0231; number 38, C, carries -0.2602; number 39, C, carries -0.0424; number 40, C, carries -0.0233; number 41, C, carries -0.0085; number 42, C, carries -0.0927; number 43, C, carries 0.0093; number 44, C, carries -0.0380; number 45, C, carries -0.0475; number 46, C, carries 0.0123; number 47, C, carries -0.1504; number 48, H, carries 0.0931; number 49, H, carries 0.1075; number 50, H, carries 0.1133; number 51, H, carries 0.1621; number 52, H, carries 0.0741; number 53, H, carries 0.1261; number 54, H, carries 0.1276; number 55, H, carries 0.0809; number 56, H, carries 0.0922; number 57, H, carries 0.0916; number 58, H, carries 0.1216; number 59, H, carries 0.1251; number 60, H, carries 0.1015; number 61, H, carries 0.1161; number 62, H, carries 0.1167; number 63, H, carries 0.1150

=====

2 unconnected molecules or ions with the total composition C25H35B2N2O7, computed with ωB97M-V with the def2-TZVPD basis set.

Values from the calculation:
Energy (Ha): -1659.04085
LUMO (eV): 2.0

ORCA input file:
```
! wB97M-V def2-TZVPD RIJCOSX def2/J DEFGRID3
* xyz -1 1
C -1.08 -1.90 -0.43
C 0.07 -1.06 0.10
C 0.99 -1.64 1.33
B 1.95 -2.84 0.74
O 2.11 -2.89 -0.75
O 2.65 -3.83 1.61
C 3.55 -4.69 0.82
C 4.95 -3.93 0.34
O -0.02 -2.44 2.09
B 0.12 -2.26 3.56
C -1.22 -1.92 4.47
O -2.08 -0.87 3.92
C -3.44 -1.35 3.60
C -3.85 -1.43 2.01
O -4.38 -1.70 4.49
O 1.27 -1.33 3.64
C 1.65 -0.55 2.42
C 3.27 -0.49 2.61
C 4.12 0.33 1.49
C 3.53 0.32 -0.03
N 4.27 1.44 -0.79
C 0.72 0.79 2.64
C 1.15 2.10 1.77
O 2.20 2.90 1.96
C 0.11 2.56 0.54
C -1.46 2.98 0.91
C -2.54 3.44 -0.23
C -2.05 3.50 -1.80
C -0.51 3.16 -2.25
C 0.54 2.68 -1.04
H -1.86 -2.44 0.25
H -1.20 -1.96 -1.61
H 0.24 -0.04 -0.46
H 1.29 -3.36 -1.14
H 3.90 -5.56 1.55
H 3.01 -5.24 -0.08
H 4.76 -3.25 -0.62
H 5.75 -4.74 0.00
H 5.38 -3.25 1.20
H 0.49 -3.27 4.09
H -1.86 -2.92 4.61
H -0.95 -1.58 5.58
H -3.88 -2.54 1.59
H -2.97 -0.90 1.39
H -4.83 -0.84 1.73
H 3.46 0.06 3.65
H 3.79 -1.56 2.74
H 5.19 -0.19 1.43
H 4.35 1.43 1.91
H 3.83 -0.70 -0.54
H 2.37 0.49 -0.13
H 4.49 1.14 -1.76
H 3.71 2.33 -0.76
H 0.79 1.07 3.80
H -0.41 0.53 2.45
H -1.74 2.92 2.06
H -3.65 3.68 0.14
H -2.84 3.81 -2.62
H -0.17 3.20 -3.39
H 1.63 2.41 -1.41
N -4.27 3.78 -4.59
C -3.93 4.29 -5.79
C -4.04 3.60 -6.98
C -4.54 2.30 -6.95
C -4.90 1.74 -5.72
C -4.75 2.52 -4.58
H -3.54 5.31 -5.76
H -3.76 4.06 -7.92
H -4.64 1.73 -7.86
H -5.29 0.73 -5.66
H -5.02 2.13 -3.60
*
```

Want to see where the charge sits? The Löwdin charges in e are: number 1, C, carries -0.0217; number 2, C, carries -0.0283; number 3, C, carries -0.1874; number 4, B, carries -0.3578; number 5, O, carries -0.0106; number 6, O, carries -0.0135; number 7, C, carries -0.2353; number 8, C, carries -0.1014; number 9, O, carries -0.0506; number 10, B, carries -0.7316; number 11, C, carries -0.1038; number 12, O, carries -0.1442; number 13, C, carries -0.2961; number 14, C, carries -0.0329; number 15, O, carries -0.0601; number 16, O, carries -0.0848; number 17, C, carries -0.2564; number 18, C, carries -0.0991; number 19, C, carries -0.1969; number 20, C, carries -0.2340; number 21, N, carries -0.0525; number 22, C, carries -0.0113; number 23, C, carries -0.2128; number 24, O, carries -0.0497; number 25, C, carries -0.0732; number 26, C, carries -0.0188; number 27, C, carries -0.0740; number 28, C, carries -0.0817; number 29, C, carries -0.0604; number 30, C, carries -0.0285; number 31, H, carries 0.0471; number 32, H, carries 0.0615; number 33, H, carries 0.0853; number 34, H, carries 0.1235; number 35, H, carries 0.1277; number 36, H, carries 0.1268; number 37, H, carries 0.0765; number 38, H, carries 0.0779; number 39, H, carries 0.0830; number 40, H, carries 0.0940; number 41, H, carries 0.1232; number 42, H, carries 0.1270; number 43, H, carries 0.0966; number 44, H, carries 0.0712; number 45, H, carries 0.0840; number 46, H, carries 0.1383; number 47, H, carries 0.1314; number 48, H, carries 0.1103; number 49, H, carries 0.1096; number 50, H, carries 0.1204; number 51, H, carries 0.0836; number 52, H, carries 0.0576; number 53, H, carries 0.0460; number 54, H, carries 0.1639; number 55, H, carries 0.1334; number 56, H, carries 0.0970; number 57, H, carries 0.0869; number 58, H, carries 0.0484; number 59, H, carries 0.0857; number 60, H, carries 0.0665; number 61, N, carries 0.0432; number 62, C, carries -0.1474; number 63, C, carries -0.0820; number 64, C, carries -0.0831; number 65, C, carries -0.0742; number 66, C, carries -0.1446; number 67, H, carries 0.1024; number 68, H, carries 0.0989; number 69, H, carries 0.1032; number 70, H, carries 0.1022; number 71, H, carries 0.1066

=====

A molecular structure, C25H35BF2HgN9SSi, computed with ωB97M-V with the def2-TZVPD basis set.

Values from the calculation:
Energy (Ha): -2532.32496
ΔE to the lowest compared entry with this formula, charge and spin (eV): 0.3733
<S²>: 0.773
LUMO (alpha / beta) (eV): 4.4 / 4.4

ORCA input file:
```
! wB97M-V def2-TZVPD RIJCOSX def2/J DEFGRID3
* xyz -2 2
Hg -0.94 -0.24 1.85
N -5.25 0.43 3.32
C -3.92 0.53 2.87
S -3.43 -0.70 1.72
N -3.24 1.52 3.31
N -1.97 1.67 2.80
C -1.36 2.76 3.25
C -0.05 3.14 2.89
C 0.56 4.30 3.46
C 1.84 4.64 3.12
C 2.54 3.84 2.20
C 1.89 2.75 1.66
N 0.64 2.39 1.97
H -5.54 -0.54 3.43
H -5.37 0.96 4.17
H -1.90 3.40 3.95
H -0.01 4.89 4.17
H 2.30 5.52 3.56
H 3.56 4.07 1.90
H 2.37 2.11 0.92
N -1.21 1.61 -0.27
C -1.24 1.87 -1.71
C 0.08 2.36 -2.30
C 1.07 1.22 -2.55
N 1.50 0.61 -1.30
H -1.99 2.01 0.23
H -0.38 2.00 0.18
H -2.04 2.58 -1.95
H -1.49 0.94 -2.24
H 0.54 3.10 -1.63
H -0.13 2.85 -3.25
H 1.96 1.62 -3.05
H 0.60 0.51 -3.24
H 2.07 -0.21 -1.51
H 0.70 0.24 -0.80
N -1.47 -4.42 -5.87
C -1.72 -3.75 -4.97
C -2.12 -2.91 -3.88
C -3.46 -2.56 -3.74
C -3.83 -1.76 -2.68
C -2.84 -1.35 -1.79
N -1.56 -1.68 -1.92
C -1.19 -2.44 -2.94
H -4.18 -2.92 -4.46
H -4.86 -1.46 -2.53
H -3.09 -0.72 -0.94
H -0.11 -2.66 -3.02
F 1.39 -1.81 3.06
B 1.05 -0.97 2.07
F 2.08 -0.55 1.35
C 1.34 -1.65 -5.66
Si 2.69 -2.28 -4.50
C 3.48 -3.73 -5.45
C 4.03 -0.94 -4.45
N 2.00 -2.63 -3.02
C 2.51 -3.26 -1.94
C 3.83 -3.79 -1.85
C 4.29 -4.45 -0.73
C 3.47 -4.64 0.38
C 2.18 -4.12 0.34
C 1.71 -3.45 -0.78
H 1.76 -1.14 -6.54
H 0.68 -0.95 -5.14
H 0.73 -2.48 -6.02
H 3.73 -3.44 -6.48
H 2.77 -4.56 -5.50
H 4.39 -4.09 -4.97
H 4.48 -0.77 -5.44
H 4.83 -1.21 -3.76
H 3.61 0.01 -4.10
H 4.49 -3.66 -2.70
H 5.30 -4.83 -0.72
H 3.84 -5.15 1.27
H 1.53 -4.23 1.20
H 0.71 -3.03 -0.78
*
```

Want to see where the charge sits? The Löwdin charges in e are: number 1, Hg, carries 0.9025; number 2, N, carries -0.0074; number 3, C, carries -0.9392; number 4, S, carries 0.4345; number 5, N, carries -0.0615; number 6, N, carries -0.1819; number 7, C, carries -0.1719; number 8, C, carries -0.3133; number 9, C, carries -0.0841; number 10, C, carries -0.1394; number 11, C, carries -0.1216; number 12, C, carries -0.1812; number 13, N, carries 0.0375; number 14, H, carries 0.0351; number 15, H, carries 0.0583; number 16, H, carries 0.0876; number 17, H, carries 0.0892; number 18, H, carries 0.0818; number 19, H, carries 0.0721; number 20, H, carries 0.0879; number 21, N, carries -0.0166; number 22, C, carries -0.2787; number 23, C, carries -0.2036; number 24, C, carries -0.3013; number 25, N, carries 0.0363; number 26, H, carries 0.0474; number 27, H, carries 0.0138; number 28, H, carries 0.0994; number 29, H, carries 0.0754; number 30, H, carries 0.1069; number 31, H, carries 0.0984; number 32, H, carries 0.0954; number 33, H, carries 0.0890; number 34, H, carries 0.0573; number 35, H, carries 0.0303; number 36, N, carries 0.1400; number 37, C, carries -0.1952; number 38, C, carries -0.2089; number 39, C, carries -0.0413; number 40, C, carries -0.0583; number 41, C, carries -0.1573; number 42, N, carries 0.1013; number 43, C, carries -0.0685; number 44, H, carries 0.1109; number 45, H, carries 0.0995; number 46, H, carries 0.0310; number 47, H, carries 0.0764; number 48, F, carries 0.0972; number 49, B, carries -0.8241; number 50, F, carries 0.1234; number 51, C, carries -0.1879; number 52, Si, carries 0.3189; number 53, C, carries -0.1986; number 54, C, carries -0.1873; number 55, N, carries -0.0904; number 56, C, carries -0.4041; number 57, C, carries -0.0743; number 58, C, carries -0.1485; number 59, C, carries -0.1589; number 60, C, carries -0.1348; number 61, C, carries -0.0607; number 62, H, carries 0.0158; number 63, H, carries 0.0020; number 64, H, carries 0.0002; number 65, H, carries 0.0100; number 66, H, carries 0.0182; number 67, H, carries 0.0022; number 68, H, carries 0.0102; number 69, H, carries 0.0131; number 70, H, carries 0.0009; number 71, H, carries 0.0695; number 72, H, carries 0.0805; number 73, H, carries 0.0711; number 74, H, carries 0.0903; number 75, H, carries 0.0822

=====

> Among the records above, which one has the lowest energy?

C25H35BF2HgN9SSi

=====

> Number 2 is which compound?

C25H35B2N2O7

=====

> Which formula does entry 3 have?

C25H35BF2HgN9SSi